C24H44N4O32S7 as an isolated structure. Source: OMol25; level of theory: ωB97M-V with the def2-TZVPD basis set.

The geometry in XYZ format:
```
111
Properties=species:S:1:pos:R:3:mulliken_charge:R:1
C -5.6191 -2.9435 -3.4388 -0.853
N -4.5000 -2.9892 -2.4804 0.794
O -4.4789 -3.8701 -1.5865 -0.498
O -3.6405 -2.1067 -2.6761 -0.346
H -5.5956 -1.9316 -3.8432 0.303
H -6.5123 -3.1172 -2.8385 0.331
H -5.5605 -3.7686 -4.1487 0.299
C -5.1859 -0.6729 0.1251 -0.521
N -4.9113 0.7836 0.3934 0.781
O -3.7747 1.0293 0.6721 -0.275
O -5.8958 1.5382 0.3033 -0.586
H -6.1257 -0.6655 -0.4269 0.392
H -5.1994 -1.2008 1.0787 0.265
H -4.4843 -1.0192 -0.6338 -0.095
C -0.5567 6.7292 1.1316 -0.346
C -1.5672 5.9635 0.3577 -0.254
O -0.8906 4.8934 -0.2545 -0.295
S 0.3616 4.3803 0.5875 1.054
O 1.5432 4.4698 -0.2829 -0.664
O 0.0874 3.0822 1.2150 -0.335
O 0.2871 5.6302 1.6017 -0.328
H -1.0460 7.3093 1.9140 0.306
H 0.1399 7.3978 0.6260 0.309
H -2.0897 6.6318 -0.3268 0.339
H -2.3119 5.4879 0.9959 0.176
C 6.9624 0.4044 -0.0516 -0.387
C 6.8479 1.4436 -1.1210 -0.298
O 5.5212 1.9221 -1.1123 -0.363
S 4.6263 1.1164 0.0589 1.106
O 4.0589 -0.0569 -0.6782 -0.393
O 3.8024 2.0623 0.8023 -0.556
O 6.0107 0.7740 0.8497 -0.285
H 7.9541 0.3310 0.3947 0.377
H 6.7523 -0.5488 -0.5366 0.197
H 7.1023 1.0110 -2.0886 0.263
H 7.5726 2.2249 -0.8916 0.292
C -1.3270 -2.9756 4.8334 -0.452
C -2.7726 -3.3609 5.1548 -0.338
O -3.3981 -3.7129 3.9709 -0.326
S -2.5950 -3.1430 2.6504 0.736
O -3.3606 -2.1492 1.9053 -0.332
O -1.8844 -4.1529 1.8872 -0.586
O -1.5560 -2.2562 3.6309 -0.149
H -0.7905 -3.8935 4.5931 0.309
H -0.7278 -2.4633 5.5861 0.366
H -3.4002 -2.5651 5.5558 0.276
H -2.7380 -4.2522 5.7813 0.313
C -2.2387 0.7616 -5.1257 -0.270
C -1.2010 0.7283 -4.0283 0.613
O -0.5241 1.9692 -4.1482 -0.242
S -0.8153 2.6682 -5.6490 1.100
O 0.0068 2.1139 -6.7223 -0.552
O -0.7718 4.1047 -5.5345 -0.575
O -2.3703 2.0974 -5.5164 -0.375
H -3.1905 0.4269 -4.7131 0.138
H -2.1115 0.2988 -6.1043 0.332
H -0.5315 -0.0966 -4.2721 -0.249
H -1.5651 0.5396 -3.0184 0.013
C -1.8104 0.9591 4.2779 0.835
C -1.9517 2.1339 5.2712 -0.186
O -3.3273 2.4119 5.2950 -0.451
S -4.0290 2.0432 3.7889 1.024
O -3.7696 3.0342 2.7978 -0.442
O -5.3900 1.5275 3.9699 -0.587
O -3.0468 0.7552 3.6280 -0.192
H -1.4359 0.0583 4.7641 -0.131
H -1.0995 1.2618 3.5091 -0.396
H -1.3536 3.0344 5.1320 0.270
H -1.8890 1.7464 6.2880 0.277
C 3.7169 0.4285 -4.5139 -0.302
C 2.6204 0.6951 -5.5166 -0.046
O 2.0344 -0.5516 -5.7825 -0.254
S 2.7170 -1.8530 -5.0048 0.999
O 3.6925 -2.5129 -5.9467 -0.611
O 1.8117 -2.7518 -4.3326 -0.495
O 3.5060 -0.8783 -3.9340 -0.172
H 3.9289 1.2523 -3.8325 0.290
H 4.6579 0.1898 -5.0095 0.282
H 2.9955 1.0769 -6.4661 0.298
H 1.8162 1.3920 -5.2806 -0.020
C 2.3060 -3.1227 0.0893 0.508
C 2.6050 -3.9794 -1.1290 0.243
O 3.8357 -4.6541 -0.7756 -0.398
S 3.7875 -5.0894 0.8410 0.980
O 5.1352 -5.1305 1.4469 -0.517
O 2.7803 -6.1515 1.0396 -0.543
O 2.9002 -3.7340 1.1787 -0.228
H 1.2240 -3.0130 0.1626 -0.101
H 2.7053 -2.1274 -0.1061 -0.142
H 2.8295 -3.3221 -1.9689 -0.089
H 1.8390 -4.7388 -1.2864 0.334
N -1.6176 -1.0386 -0.0978 1.778
C -0.5822 -0.1803 0.1334 -1.261
C 0.5330 -0.3672 -0.7117 0.261
C 0.1081 -1.3478 -1.5909 -1.144
C -1.0945 -1.8427 -1.0910 -1.529
H -2.4788 -1.1013 0.4260 -0.296
H -0.7927 0.6333 0.8117 0.612
H 1.4682 0.1698 -0.6539 0.462
H 0.7284 -1.6925 -2.4050 0.693
H -1.6762 -2.7016 -1.3916 0.667
N 1.9292 0.9716 2.8167 0.843
C 2.2553 1.7550 3.8459 -0.730
C 2.0308 1.0631 5.0511 -0.846
C 1.8123 -0.2638 4.7331 -0.672
C 1.6386 -0.2726 3.3740 -0.505
H 1.9169 1.3266 1.8713 0.051
H 2.5709 2.7852 3.7719 0.490
H 2.1527 1.3677 6.0801 0.454
H 1.6545 -1.1004 5.3977 0.526
H 1.2803 -0.9659 2.6275 0.454
```

For the HOMO-LUMO gap, the calculation gives 0.255 Ha. The highest occupied orbital energy is -7.64 eV. For the total energy, the calculation gives -172910.7401 eV. The spin multiplicity is 1.

---

C35H30GeHgN5O2SbSe4 as an isolated structure. Source: OMol25; level of theory: ωB97M-V with the def2-TZVPD basis set.

The geometry in XYZ format:
```
79
Properties=species:S:1:pos:R:3:mulliken_spin:R:1
Hg -0.9685 -0.0230 -2.5949 -0.002
N -3.7741 0.5022 1.5211 0.000
C -3.3216 0.7297 0.2722 0.000
N -3.1270 -0.1733 -0.6191 0.000
C -3.3369 -1.5046 -0.3012 0.000
N -3.1026 -2.4674 -1.1340 0.000
N -2.5017 -2.0939 -2.3171 0.000
C -2.7703 -2.7974 -3.3384 0.000
C -2.0987 -2.5193 -4.6168 0.000
C -2.1895 -3.4276 -5.6651 0.000
C -1.5337 -3.1357 -6.8519 0.000
C -0.8262 -1.9528 -6.9529 0.000
C -0.7906 -1.0963 -5.8558 0.002
N -1.4110 -1.3784 -4.7194 0.000
C -3.8270 -1.8361 1.0422 0.000
C -4.0523 -3.1493 1.4598 0.000
C -4.4646 -3.4106 2.7492 0.000
C -4.6546 -2.3602 3.6479 0.000
C -4.4366 -1.0556 3.2579 0.000
C -4.0225 -0.7963 1.9522 0.000
H -3.8333 1.2677 2.1731 0.000
H -3.1064 1.7630 0.0142 0.000
H -3.4859 -3.6196 -3.2945 0.000
H -2.7548 -4.3422 -5.5446 0.000
H -1.5778 -3.8266 -7.6843 0.000
H -0.3050 -1.6812 -7.8602 0.000
H -0.2571 -0.1520 -5.8877 -0.001
H -3.8834 -3.9451 0.7484 0.000
H -4.6318 -4.4292 3.0683 0.000
H -4.9683 -2.5675 4.6624 0.000
H -4.5725 -0.2379 3.9524 0.000
Se -1.2195 5.2909 -5.1860 0.928
Sb 0.1390 3.5600 -3.9971 -0.063
Se 1.3458 2.1961 -5.5727 0.008
Se 1.1993 4.8582 -2.2862 0.133
Se -1.8044 2.2225 -3.0310 -0.003
O 1.9787 -2.3228 -0.4522 0.000
C 0.9430 -1.6997 -0.6350 0.000
O 0.4803 -1.4049 -1.8019 0.001
C 0.0505 -1.3513 0.5695 0.000
C -0.0023 0.1461 0.8598 0.000
Ge 1.7117 0.8932 1.4716 -0.005
C 2.1652 -0.0448 3.1339 0.000
C 1.9279 0.5350 4.3775 0.000
C 2.1913 -0.1556 5.5515 0.000
C 2.6974 -1.4448 5.4982 0.000
C 2.9310 -2.0412 4.2674 0.000
C 2.6658 -1.3467 3.0962 0.000
C 1.4238 2.7928 1.8592 0.004
C 0.2635 3.4444 1.4539 0.003
C 0.0905 4.8032 1.6631 0.000
C 1.0810 5.5346 2.2954 0.000
C 2.2475 4.9035 2.7042 0.000
C 2.4159 3.5477 2.4809 -0.003
C 3.1158 0.7337 0.1358 -0.005
C 2.8589 1.2331 -1.1366 -0.001
C 3.8072 1.1474 -2.1420 -0.006
C 5.0331 0.5589 -1.8772 0.000
C 5.3099 0.0698 -0.6094 0.000
C 4.3547 0.1583 0.3917 0.001
H 0.4437 -1.8790 1.4409 0.000
H -0.9568 -1.7385 0.3722 0.000
H -0.7303 0.3353 1.6587 0.000
H -0.3301 0.7123 -0.0142 0.000
H 1.5394 1.5456 4.4313 0.000
H 2.0039 0.3144 6.5092 0.000
H 2.9078 -1.9846 6.4130 0.000
H 3.3184 -3.0513 4.2179 0.000
H 2.8319 -1.8314 2.1393 0.000
H -0.5035 2.8923 0.9200 -0.002
H -0.8004 5.2987 1.2993 0.000
H 0.9585 6.5990 2.4443 0.000
H 3.0340 5.4746 3.1802 0.000
H 3.3424 3.0723 2.7856 0.000
H 1.9123 1.7212 -1.3526 0.012
H 3.5838 1.5449 -3.1260 -0.001
H 5.7760 0.4863 -2.6617 0.000
H 6.2703 -0.3852 -0.4004 0.000
H 4.5824 -0.2279 1.3773 0.000
```

The calculation puts the energy above the lowest of the compared OMol25 structures with the same formula, charge and spin at 8.51 kcal per mole. For the HOMO-LUMO gap (alpha / beta), the calculation gives 0.220 / 0.203 Ha. The expectation value of S² is 0.76. The highest occupied orbital energy (alpha / beta) is -4.77 / -4.73 eV. For the total energy, the calculation gives -376944.8840 eV. The spin multiplicity is 2. As for the net charge: -1.

---

One molecule with the formula C7H14NO3P. Source: OMol25; level of theory: ωB97M-V with the def2-TZVPD basis set.

The geometry in XYZ format:
```
26
Properties=species:S:1:pos:R:3:mulliken_charge:R:1
C 3.4956 0.3297 -0.4000 0.494
C -1.9041 2.0099 1.0173 -1.332
C 1.8299 -0.5483 -2.0138 -1.641
C -0.5940 -1.7800 0.9482 -1.355
C -1.6624 0.5986 0.4808 -0.662
C 2.0100 -0.2186 -0.5664 0.282
C -0.6453 -0.2735 1.0443 0.889
N 1.1650 0.7252 -0.0126 -0.165
O 3.9004 0.4036 0.8873 -0.564
O 4.1415 0.6941 -1.3653 -0.591
O 1.7665 -0.1851 2.2927 -0.720
P 0.7482 0.7414 1.7464 -0.063
H -0.9905 2.5409 0.7642 0.347
H -2.7198 2.2794 0.4985 0.476
H -1.9541 1.8436 2.0298 0.387
H 1.6738 0.3398 -2.4442 0.461
H 2.7870 -1.1546 -2.4374 0.305
H 0.8498 -1.0434 -2.1302 0.334
H -1.2991 -1.9927 1.7340 0.444
H 0.4345 -2.0519 0.9086 0.304
H -0.9859 -2.0461 0.0333 0.430
H -1.5774 0.5656 -0.5440 0.422
H -2.6327 -0.0947 0.4854 0.383
H 2.0906 -1.1034 -0.0490 0.406
H 0.9005 1.6026 -0.4324 0.271
H 3.1892 0.1854 1.6749 0.458
```

The calculation puts the energy above the lowest of the compared OMol25 structures with the same formula, charge and spin at 133.14 kcal per mole. For the HOMO-LUMO gap (alpha / beta), the calculation gives 0.253 / 0.253 Ha. The highest occupied orbital energy (alpha / beta) is -8.20 / -8.20 eV. For the total energy, the calculation gives -24404.0527 eV. The spin multiplicity is 1.

---

A 2-piece molecular cluster, C3H9NO2S overall. Source: OMol25; level of theory: ωB97M-V with the def2-TZVPD basis set.

The geometry in XYZ format:
```
16
Properties=species:S:1:pos:R:3:mulliken_charge:R:1
O 1.9264 -1.0962 -0.0302 -0.583
C 1.2813 -0.2684 -0.6510 0.075
N 0.6287 0.7703 -0.0704 -0.016
C -0.5458 1.3699 -0.6112 -0.609
C -1.8692 0.7140 -0.0701 -0.737
S -1.9836 -1.0494 -0.7004 -0.216
H 1.0684 -0.3599 -1.7246 0.332
H 1.1935 1.2502 0.6193 0.245
H -0.6578 1.3766 -1.6963 0.321
H -0.5969 2.3889 -0.2318 0.360
H -2.8129 1.2447 -0.1928 0.422
H -1.6949 0.7270 1.0141 0.336
H -2.5009 -0.7949 -1.9490 0.131
H 3.0082 -0.0092 3.0645 0.291
H 2.5562 0.1435 1.6131 0.294
O 2.4455 0.5065 2.4952 -0.645
```

The calculation puts the energy above the lowest of the compared OMol25 structures with the same formula, charge and spin at 34.61 kcal per mole. For the HOMO-LUMO gap, the calculation gives 0.370 Ha. The highest occupied orbital energy is -9.35 eV. For the total energy, the calculation gives -19676.9123 eV. The spin multiplicity is 1. Its structure (SMILES) is O=CNCCS.O.